1.
107
Properties=species:S:1:pos:R:3:forces:R:3:mulliken_charge:R:1 method="wB97M-V/def2-TZVPD" relative_energy_ev=0.000 charge=+1 multiplicity=1 energy_ev=-55611.9660 lumo_energy_ev=-2.21 largest_force_ev_per_a=0.5 homo_ha=-0.3777 orbital_gap_ev=8.1
C 0.80374 -2.03316 4.62336 0.04 0.00 -0.02 -1.1802
C -0.01495 -0.79243 4.95529 -0.07 -0.16 -0.06 -0.4620
C -0.72838 -0.22385 3.74236 0.48 0.16 0.10 0.3638
O -1.90047 -0.97250 3.33566 -0.07 -0.06 -0.03 -0.2797
N -2.91455 -0.82789 4.28117 0.08 -0.04 0.00 0.1747
C -4.10838 -1.63294 3.88998 -0.14 0.11 -0.14 -1.1188
C -5.33231 -0.98950 4.55942 0.09 0.02 0.08 0.6779
O -4.82803 -0.40215 5.75101 -0.33 -0.17 0.05 -0.5925
C -6.43400 -2.00338 4.81570 0.04 0.03 -0.02 -0.9198
N -6.71404 -2.73928 3.58774 0.09 -0.17 0.11 -0.4899
H 0.17308 -2.84998 4.27082 0.00 -0.01 -0.03 0.2895
H 1.53528 -1.80550 3.84707 -0.01 -0.02 -0.03 0.2792
H 1.35282 -2.38240 5.49516 -0.02 -0.03 0.05 0.3984
H -0.71965 -1.03640 5.75961 0.04 0.18 0.11 0.2462
H 0.62876 0.00295 5.33032 0.00 0.02 0.06 0.3657
H -0.06329 -0.29995 2.88611 -0.14 0.01 -0.15 -0.2770
H -0.97161 0.83542 3.85798 -0.23 -0.03 0.07 0.3019
H -3.18386 0.15648 4.39451 0.04 0.04 -0.08 0.4018
H -2.58069 -1.13476 5.19845 -0.05 0.04 0.06 0.2818
H -3.92541 -2.66386 4.18487 0.03 0.01 0.14 0.4607
H -4.16488 -1.59564 2.80596 0.02 -0.01 -0.04 0.3811
H -5.72740 -0.21098 3.89663 0.07 0.02 -0.07 0.2494
H -5.56312 -0.08708 6.31582 0.30 0.19 0.00 0.3938
H -7.33144 -1.45435 5.10774 -0.02 -0.01 0.06 0.4162
H -6.14626 -2.62319 5.67463 0.15 -0.05 -0.07 0.3396
H -7.27526 -3.55391 3.81001 -0.18 0.10 -0.10 0.2521
H -5.86286 -3.12288 3.18283 -0.05 -0.10 0.00 0.2238
C -6.18015 2.40919 9.57561 0.01 -0.10 0.00 -1.1578
C -6.33716 2.10680 8.11227 -0.06 0.08 0.02 0.8108
O -6.22203 0.97458 7.68767 0.02 -0.11 -0.05 -0.6364
C -6.64942 3.26490 7.20370 0.02 -0.09 -0.07 -1.0828
H -5.96078 1.49780 10.12462 0.00 0.00 0.00 0.3004
H -5.37456 3.13094 9.72098 -0.03 0.03 0.00 0.3488
H -7.09579 2.85967 9.96196 0.01 0.04 -0.01 0.3498
H -5.86054 4.01566 7.27335 -0.02 0.02 0.03 0.3434
H -7.58018 3.74055 7.51613 0.01 0.03 0.03 0.3438
H -6.74367 2.92397 6.17572 0.00 0.00 0.00 0.2550
C 1.81634 4.71607 4.08527 0.02 -0.07 0.07 -1.2340
C 1.07777 3.50590 3.57875 0.08 0.10 -0.07 0.9299
O 1.21544 2.41632 4.09220 -0.17 -0.14 0.00 -0.5110
C 0.17020 3.71697 2.39188 0.00 -0.10 0.04 -1.1104
H 2.43910 4.44328 4.93281 0.00 0.00 0.00 0.3150
H 2.43863 5.13178 3.29112 -0.03 0.02 -0.02 0.3418
H 1.10702 5.49024 4.38327 0.00 0.02 -0.04 0.3465
H 0.74290 4.09978 1.54563 0.00 0.03 0.00 0.3745
H -0.59412 4.45856 2.63097 0.02 0.03 -0.02 0.4252
H -0.30164 2.77936 2.10568 0.00 0.00 -0.01 0.1618
C 1.85649 0.14708 0.53783 -0.02 0.17 -0.03 -0.6577
C 1.71745 0.22118 -0.96839 0.02 -0.07 0.10 0.7649
O 1.61842 1.28647 -1.53076 -0.09 0.05 0.06 -0.5607
C 1.71622 -1.09235 -1.70050 0.02 0.21 -0.20 -1.1155
H 1.85239 1.15186 0.95557 0.00 0.00 0.02 0.2273
H 1.02121 -0.42547 0.94647 0.06 -0.10 0.00 -0.0374
H 2.78461 -0.35758 0.80957 -0.05 -0.09 0.01 0.3869
H 0.89964 -1.72238 -1.34484 0.06 -0.05 0.05 0.3911
H 2.64406 -1.62951 -1.50227 -0.07 -0.04 0.03 0.2719
H 1.60921 -0.92033 -2.76925 -0.01 0.00 0.00 0.3056
C 3.04469 1.84920 -4.24009 0.09 -0.14 -0.09 -1.0303
C 3.30826 1.46584 -5.67436 -0.08 0.08 -0.01 0.6734
O 3.63331 0.33758 -5.97570 0.02 -0.04 0.01 -0.5967
C 3.17128 2.55263 -6.70705 0.07 -0.10 -0.04 -0.9783
H 3.19801 0.98804 -3.59604 -0.01 0.04 0.00 0.1240
H 3.71885 2.65411 -3.93956 -0.04 0.05 -0.01 0.3798
H 2.02222 2.20765 -4.11774 0.02 0.04 0.01 0.4420
H 3.86366 3.36430 -6.47382 -0.06 0.06 -0.03 0.2784
H 2.16481 2.97249 -6.71031 0.01 0.04 0.06 0.4599
H 3.39648 2.16075 -7.69527 0.00 0.00 0.00 0.2241
C 1.78221 -5.92892 -0.66948 -0.03 0.08 0.00 -1.0735
C 2.96849 -5.00596 -0.53224 0.05 -0.10 -0.03 0.7803
O 2.84575 -3.80350 -0.58104 -0.03 -0.03 0.09 -0.4973
C 4.31272 -5.66006 -0.33743 0.02 0.09 0.00 -1.1169
H 0.87452 -5.34697 -0.80747 0.00 0.00 0.00 0.2524
H 1.92398 -6.59389 -1.52296 0.02 -0.03 0.02 0.3391
H 1.68897 -6.55356 0.22072 0.02 -0.03 -0.01 0.3344
H 4.53418 -6.31730 -1.17994 -0.02 -0.03 0.01 0.3423
H 4.30278 -6.27534 0.56403 -0.01 -0.03 -0.02 0.3390
H 5.08572 -4.90086 -0.25440 0.00 0.00 0.00 0.2806
C 3.01128 4.56078 -11.57378 -0.08 0.02 0.05 -1.1917
C 3.44505 4.41572 -10.13406 0.10 -0.01 -0.08 0.8563
O 2.71077 4.71208 -9.22013 -0.01 -0.03 0.05 -0.5463
C 4.84074 3.88821 -9.90415 -0.09 0.04 0.11 -0.9150
H 1.99674 4.94832 -11.61671 0.00 0.00 -0.01 0.3222
H 3.68573 5.23783 -12.10079 0.02 -0.03 -0.01 0.3328
H 3.05725 3.59379 -12.07794 0.04 0.00 -0.01 0.3149
H 5.57105 4.54140 -10.38473 0.01 -0.02 -0.03 0.4496
H 4.94529 2.89802 -10.35245 0.02 0.01 -0.03 0.3440
H 5.06096 3.83231 -8.84173 0.02 0.01 -0.02 0.0442
C 6.72863 2.04116 -5.62506 -0.04 0.12 -0.08 -0.9270
C 7.33836 2.10778 -7.00435 0.02 -0.07 0.07 0.8940
O 7.26792 3.10599 -7.68242 -0.02 0.01 -0.03 -0.5570
C 8.02120 0.85540 -7.49644 0.01 0.07 -0.07 -1.2040
H 6.26529 2.99748 -5.39087 0.00 -0.01 0.02 0.2275
H 5.98056 1.24711 -5.60772 0.04 -0.04 0.08 0.0957
H 7.48699 1.81240 -4.87463 0.02 -0.06 -0.03 0.4721
H 7.31029 0.02713 -7.50745 0.00 -0.01 0.03 0.3078
H 8.83553 0.58280 -6.82274 -0.02 -0.02 0.02 0.3429
H 8.41336 1.01781 -8.49701 0.00 -0.01 0.00 0.3323
C -4.66032 -5.86846 -0.08089 0.08 0.02 0.07 -1.2728
C -5.23597 -4.82703 0.83874 -0.02 -0.05 -0.05 0.9159
O -4.60109 -4.39031 1.77910 -0.01 0.11 0.08 -0.5470
C -6.63347 -4.34610 0.54954 0.10 0.15 0.12 -1.0086
H -3.65375 -6.13046 0.23370 0.00 0.00 0.00 0.3143
H -5.29093 -6.75903 -0.07421 -0.03 0.01 -0.03 0.3418
H -4.64049 -5.49019 -1.10430 -0.04 -0.01 -0.01 0.3498
H -7.33965 -5.17657 0.59240 0.01 -0.02 -0.05 0.3258
H -6.68581 -3.91360 -0.45093 0.00 -0.09 -0.04 0.3367
H -6.90228 -3.58618 1.27891 -0.14 0.00 -0.06 0.2238


2.
120
Properties=species:S:1:pos:R:3:forces:R:3:mulliken_charge:R:1 method="wB97M-V/def2-TZVPD" relative_energy_ev=0.751 charge=0 multiplicity=1 energy_ev=-893916.8539 lumo_energy_ev=0.15 largest_force_ev_per_a=2.0 homo_ha=-0.3358 orbital_gap_ev=9.3 smiles="CN(C)C=O.CN(C)C=O.CN(C)C=O.CN(C)C=O.CN(C)C=O.CN(C)C=O.BrCCBr.BrCCBr.BrCCBr.BrCCBr.BrCCBr.BrCCBr"
C 3.45552 2.16143 -6.42505 1.16 -0.08 1.21 -0.9939
N 3.09129 1.49483 -5.16626 -0.64 0.15 -0.48 0.3760
C 3.85925 0.32406 -4.75605 -0.13 0.28 -0.88 -0.6010
C 2.07644 1.98930 -4.44635 -0.51 0.01 0.08 -0.2070
O 1.56296 1.51007 -3.44476 0.46 -0.03 0.14 -0.1023
H 2.99806 3.14322 -6.49548 -0.31 -0.09 -0.03 0.3427
H 3.28306 1.56691 -7.31758 -0.20 -0.16 0.07 0.2959
H 4.52864 2.34023 -6.30654 0.08 0.06 -0.58 0.3545
H 3.89061 -0.39730 -5.57657 0.39 0.45 -0.10 0.5280
H 4.86014 0.66386 -4.49887 0.14 -0.27 0.26 0.3318
H 3.35687 -0.22256 -3.96677 0.30 0.78 0.31 -0.3337
H 1.69267 2.93316 -4.86575 -0.02 0.03 -0.09 0.2431
C 1.73423 -1.84494 -2.43117 1.10 0.62 0.29 1.5542
N 2.59534 -2.26072 -3.52497 -0.72 -0.88 -0.19 0.0442
C 3.70374 -3.13973 -3.14806 -0.56 0.93 -0.03 -1.0051
C 2.35121 -1.95938 -4.83200 0.15 -0.83 1.35 0.1953
O 3.04411 -2.38220 -5.73225 -0.25 -0.04 -0.71 -0.6823
H 1.67276 -2.64950 -1.69673 -0.59 -0.19 -0.23 -0.3908
H 0.78629 -1.42525 -2.75006 -0.11 -0.30 -0.14 -0.3534
H 2.26375 -1.05124 -1.88245 -0.52 -0.17 -0.13 -1.0605
H 4.37095 -2.51752 -2.54435 0.45 -0.31 -0.13 0.3032
H 3.34730 -3.94664 -2.50624 -0.07 -0.12 -0.15 0.2293
H 4.15014 -3.51040 -4.06417 0.27 -0.04 0.15 0.3626
H 1.52334 -1.24271 -4.92259 -0.21 -0.09 -0.29 0.4566
C -1.14135 5.43565 3.73996 0.64 -0.07 -0.15 -0.9712
N -1.53945 4.05468 3.93122 -0.02 0.32 0.45 0.1053
C -1.76170 3.66070 5.30599 -0.47 -0.78 0.04 -0.6670
C -1.34840 3.12782 2.96586 0.22 0.70 0.86 0.1194
O -1.44794 1.92718 3.14559 -0.07 -0.01 -0.62 -0.2770
H -0.27585 5.66018 4.37234 -0.28 0.08 0.37 0.3383
H -1.96314 6.11629 3.94836 0.04 0.10 0.00 0.3112
H -0.73130 5.61456 2.74428 -0.50 -0.17 -0.22 0.3347
H -2.07209 2.61666 5.33639 0.22 0.14 -0.25 -0.0919
H -0.84034 3.74684 5.88548 -0.03 0.18 0.12 0.3271
H -2.58484 4.18913 5.78957 0.22 0.49 -0.16 0.3717
H -1.03759 3.68289 2.06796 -0.11 -0.77 -0.56 0.2152
C 1.73541 1.62316 4.50677 -0.28 0.59 0.62 -0.2818
N 2.27938 0.51086 5.26669 0.15 0.69 -0.88 0.2179
C 2.85506 0.77892 6.55723 -0.06 -1.36 0.73 -1.0310
C 2.23961 -0.72361 4.71435 0.84 0.51 0.15 0.9079
O 2.83975 -1.69796 5.13124 -0.55 -0.20 -0.06 -0.6835
H 2.44366 2.44815 4.39025 0.34 -0.25 0.03 0.3674
H 0.88428 2.05616 5.04130 -0.15 -0.10 -0.10 0.1877
H 1.41475 1.34423 3.50879 -0.07 -0.28 0.04 -0.3979
H 3.80822 1.30546 6.62998 -0.22 0.52 -0.67 0.3264
H 2.08622 1.22450 7.19105 0.19 0.24 0.08 0.3216
H 3.10876 -0.20070 6.97376 -0.25 0.04 0.10 0.3205
H 1.64765 -0.69071 3.78747 0.04 -0.36 0.01 -0.3299
C -0.47302 -5.15941 -1.15736 -0.50 -0.20 0.38 -0.8994
N -1.62768 -4.40371 -1.60864 0.60 0.48 0.03 0.2870
C -2.56699 -4.04075 -0.57851 -0.79 -0.46 0.48 -1.3195
C -1.78260 -4.07490 -2.90895 -0.23 -0.32 0.20 0.1890
O -2.76649 -3.54401 -3.38893 0.36 0.14 0.02 -0.5986
H 0.01288 -5.67723 -1.98081 -0.04 0.01 -0.05 0.3540
H -0.87712 -5.88824 -0.44773 0.34 -0.25 -0.11 0.4068
H 0.26597 -4.56980 -0.61041 -0.07 0.32 -0.09 0.1069
H -3.11257 -4.93544 -0.25237 0.01 0.01 -0.01 0.4001
H -2.07228 -3.63353 0.30178 0.26 0.01 -0.08 0.4238
H -3.31672 -3.31868 -0.89242 0.20 0.02 -0.43 0.3212
H -0.89854 -4.40829 -3.48380 -0.18 0.16 -0.26 0.2788
C -3.91354 -0.17596 1.91810 -0.17 0.11 0.04 -0.6074
N -5.16308 -0.05374 1.18041 -0.47 -0.32 0.11 0.3418
C -6.28420 -0.79818 1.72329 0.15 -0.26 0.72 -1.0114
C -5.24049 0.62876 0.02511 0.65 -0.41 -0.50 -0.0690
O -4.28266 1.17339 -0.50128 -0.14 0.27 0.25 -0.5374
H -4.18299 -0.57749 2.89444 0.17 0.09 0.09 0.3565
H -3.43132 0.79160 2.03848 0.00 0.03 0.00 0.1746
H -3.20276 -0.86396 1.45368 -0.12 0.00 -0.15 -0.0973
H -7.18686 -0.80089 1.11863 0.19 0.27 -0.31 0.3016
H -5.99826 -1.83825 1.90280 0.04 -0.06 -0.27 0.3500
H -6.53459 -0.41632 2.71801 -0.14 0.17 -0.08 0.3367
H -6.21871 0.56322 -0.47664 -0.09 0.16 0.21 0.3562
Br 3.21922 -6.60561 2.40364 0.00 -0.83 0.14 -0.1296
C 2.17389 -5.19365 1.69938 -0.47 1.95 -0.06 -0.3360
C 2.58144 -3.93614 2.48733 0.57 -0.57 -0.23 -0.7724
Br 1.97758 -2.32133 1.55544 -0.05 -0.39 0.20 -0.1037
H 1.09309 -5.30090 1.77750 0.07 -0.63 0.31 0.3279
H 2.37503 -5.06448 0.63880 0.35 -0.13 0.03 0.1475
H 3.66545 -3.88287 2.55369 0.00 0.26 -0.31 0.4851
H 2.26157 -3.97680 3.52623 -0.51 0.35 -0.17 0.4542
Br -1.18723 -1.08214 -0.63165 0.28 0.33 0.81 0.2119
C -0.45461 0.33276 0.53857 0.55 -0.09 -0.08 0.3739
C 0.58677 1.07855 -0.26496 -0.75 0.26 -0.20 1.1832
Br 1.43302 2.50801 0.82971 -0.37 -0.51 -0.38 -0.2320
H 0.02398 -0.15046 1.38741 -0.31 -0.18 0.07 -0.7505
H -1.26695 0.97197 0.86299 -0.12 -0.12 -0.02 0.3176
H 0.08320 1.58784 -1.08316 0.34 0.13 -0.09 -0.0556
H 1.36016 0.42794 -0.65698 0.16 0.21 0.16 -0.8430
Br -1.29423 0.39178 6.38688 -0.04 -0.88 -0.05 -0.1671
C -2.06611 -1.17860 5.45716 0.66 0.28 -0.79 -0.0078
C -1.02898 -1.79231 4.53116 0.70 0.01 0.09 0.0913
Br -1.71170 -3.38993 3.57889 0.02 0.66 0.27 -0.1604
H -2.79059 -0.74177 4.77778 -0.55 -0.09 0.50 -0.2088
H -2.45009 -1.84970 6.21303 -0.17 0.03 -0.04 0.4859
H -0.10535 -2.13686 4.99100 -0.24 -0.08 0.37 0.4327
H -0.72166 -1.04339 3.80162 -0.28 -0.18 -0.27 -0.3994
Br 4.68242 4.88236 -0.84046 -0.24 -0.32 -0.21 -0.1604
C 4.33848 3.11170 -1.61711 1.02 -0.68 0.63 -0.4070
C 4.60750 2.06012 -0.53921 -0.40 0.75 0.30 -0.6191
Br 4.06587 0.31256 -1.28808 0.82 0.89 0.88 -0.0834
H 5.10679 2.96368 -2.37110 -0.32 0.28 -0.39 0.4369
H 3.32821 3.02931 -2.00112 -0.04 0.27 -0.01 0.0477
H 4.02733 2.30172 0.35121 -0.32 -0.55 -0.28 0.1996
H 5.63246 2.07416 -0.17436 0.20 -0.40 -0.59 0.5138
Br -1.21250 0.53027 -3.68955 -0.22 -0.52 -0.77 -0.0723
C -2.84908 -0.42147 -4.24369 -0.83 0.35 -0.71 -0.5976
C -3.87351 -0.07212 -3.18959 0.49 -0.16 0.18 -0.2445
Br -5.65838 -0.83883 -3.47892 0.51 0.02 -0.02 -0.2052
H -2.68442 -1.48371 -4.40464 0.33 0.02 0.55 0.4473
H -3.16019 -0.01606 -5.20743 0.29 0.24 0.05 0.5105
H -4.02029 1.00071 -3.16131 -0.10 -0.01 0.11 0.3040
H -3.48193 -0.40881 -2.23421 -0.52 -0.01 0.13 -0.1736
Br -3.59836 3.28266 -4.98425 0.88 0.42 0.08 -0.1601
C -1.86668 3.94949 -4.25301 -0.82 -0.59 0.98 -0.2853
C -1.91847 3.94223 -2.72564 -0.44 1.07 -0.83 -0.2434
Br -3.21210 5.28776 -2.06653 0.28 -0.35 -0.05 -0.1564
H -1.65848 4.95238 -4.60754 -0.16 -0.08 -0.35 0.5108
H -1.11183 3.21708 -4.52485 -0.04 0.07 -0.38 -0.0526
H -0.95915 4.34053 -2.40277 0.05 -0.45 0.40 0.3581
H -2.22338 2.98411 -2.32494 0.20 -0.02 0.20 0.0135